{
  "formula": "C4H7O5S",
  "method": "ωB97M-V/def2-TZVPD",
  "species": ["C", "C", "C", "C", "O", "O", "O", "O", "O", "S", "H", "H", "H", "H", "H", "H", "H"],
  "coordinates": [[3.02265, -0.17395, -0.17761], [-2.86438, 1.29230, 0.10858], [0.65782, -1.80901, 0.12264], [-0.62870, 1.10893, -0.65596], [3.84896, -0.10740, 0.66429], [2.93116, -0.59459, -1.28710], [-0.21456, 0.13652, 1.73646], [1.74343, 0.52384, 0.39510], [-1.97236, 0.62300, -0.81101], [0.27843, 0.04455, 0.38094], [-3.13933, 2.25776, -0.31079], [-2.15271, 1.55398, 1.02877], [-3.55034, 0.52259, 0.23363], [1.42838, -1.85927, 0.88143], [-0.29367, -2.54785, 0.26921], [1.00894, -2.01542, -0.89194], [-0.10372, 1.04400, -1.68664]],
  "nbo_charge": [0.977, -0.264, -0.849, -0.512, -0.679, -0.709, -0.968, -0.838, -0.593, 2.008, 0.162, 0.207, 0.179, 0.237, 0.219, 0.248, 0.175],
  "multiplicity": 1,
  "orbital_gap_ev": 7.8,
  "energy_ev": -25332.03025,
  "de_lowest_ev": 3.359,
  "smiles": "COC=[S@](C)(=O)OC(=O)[O-]",
  "total_charge": -1
}